[1]
Density functional theory data (ωB97M-V with the def2-TZVPD basis set) for a structure of composition C51H45FeN4O4PTe at a distorted geometry.

Geometry as XYZ:
```
107
Properties=species:S:1:pos:R:3:forces:R:3
Fe -0.213 -0.126 -0.589 0.3666 1.1547 0.9814
C -1.510 7.444 -1.597 -0.7851 0.6551 -0.5455
C -0.589 7.019 -0.613 -1.3945 1.3988 -0.9233
C -0.295 5.706 -0.494 0.5845 -2.5829 0.5753
C -0.878 4.664 -1.282 0.2040 3.8997 0.3460
C -1.771 5.130 -2.255 0.3528 -0.7110 -0.2824
C -2.117 6.480 -2.443 -0.2096 0.7023 -0.0345
C -0.525 3.288 -0.992 -1.0624 -1.0831 -0.0903
C -1.375 2.640 -0.077 0.7405 -1.2553 0.6738
C -2.296 3.296 0.744 -1.6310 2.7623 1.7500
C -2.770 2.457 1.709 0.3306 -0.1023 -0.5022
C -2.139 1.172 1.419 -1.1913 1.8936 0.4326
C -2.463 -0.023 2.040 0.9008 -2.6296 -1.0575
C -3.546 -0.081 3.065 -0.0057 1.5492 -0.6522
C -4.789 0.465 2.665 -0.6169 -0.2347 1.7452
C -5.830 0.621 3.612 1.3501 -0.7351 -0.7637
C -5.592 0.192 4.930 -1.2384 -0.2052 -0.3425
C -4.395 -0.368 5.324 1.0525 0.1014 0.2844
C -3.327 -0.412 4.399 -0.2300 -1.1819 0.6922
C -1.913 -1.268 1.568 -0.8347 -0.1980 1.1612
N -0.865 -1.516 0.747 -0.5756 0.9206 0.5981
C -0.637 -2.839 0.766 1.9744 0.0797 -0.5420
C 0.388 -3.465 0.065 -0.3306 0.2020 -1.5299
C 0.539 -4.972 0.180 -0.6822 0.6546 0.7801
C 1.653 -5.430 0.888 1.3297 2.4214 -0.0197
C 1.907 -6.761 1.014 1.1995 -2.4689 0.4249
C 1.028 -7.711 0.475 -1.0328 0.9552 -0.2631
C -0.168 -7.262 -0.122 0.5077 -0.0434 0.1185
C -0.448 -5.903 -0.222 0.0753 0.8975 -0.5179
C 1.138 -2.773 -0.932 0.2563 0.3947 -0.9906
C 2.010 -3.476 -1.895 0.6922 0.4833 -0.2032
C 2.616 -2.500 -2.647 -0.2007 -0.6774 0.3193
C 2.062 -1.216 -2.252 -0.8344 -1.9765 1.8233
N 1.130 -1.405 -1.226 2.1868 -3.0817 -0.7894
C 2.468 -0.007 -2.732 0.5407 -0.1092 -1.5590
C 1.869 1.190 -2.502 -2.6276 0.7180 2.4438
C 2.244 2.421 -3.061 1.3406 1.9776 -1.5878
C 1.440 3.439 -2.673 -1.0342 -1.3927 1.5756
C 0.518 2.726 -1.699 0.6698 -1.2145 -1.2760
N 0.770 1.359 -1.669 1.8361 2.6660 -1.0827
C 3.577 0.099 -3.731 -0.6463 -0.2835 1.9047
C 3.380 -0.169 -5.048 -0.0150 -0.1482 -1.3706
C 4.440 -0.069 -5.954 -1.2821 0.3423 0.5914
C 5.641 0.413 -5.495 1.8314 -0.0076 -0.5939
C 5.839 0.743 -4.146 0.2202 -0.0457 0.5304
C 4.776 0.585 -3.252 1.5479 0.4192 -0.3266
C -1.515 -3.471 1.648 -0.2572 -2.9122 0.0846
C -2.379 -2.579 2.052 -0.1507 2.3297 0.5640
N -1.336 1.354 0.385 1.8545 -0.7940 -1.4528
H -1.774 8.554 -1.687 0.3597 -1.7431 0.1091
H -0.221 7.730 0.112 0.2955 0.1243 -0.1090
H 0.403 5.382 0.289 -0.2621 0.1611 -0.2892
H -2.115 4.364 -2.934 -0.5423 0.0066 -0.1321
H -2.905 6.757 -3.247 1.6004 -0.4029 1.4962
H -2.484 4.388 0.739 -0.0622 -0.8314 -0.2061
H -3.467 2.655 2.506 0.0406 0.2128 0.0049
H -4.928 0.788 1.646 0.0312 -0.1089 -0.1439
H -6.798 0.958 3.238 0.1871 0.0715 0.4939
H -6.431 0.165 5.620 0.0817 0.2443 0.0783
H -4.252 -0.732 6.379 -0.1490 0.4484 -1.2493
H -2.366 -0.855 4.731 -0.5884 0.5146 -0.4593
H 2.396 -4.629 1.279 -1.3447 -1.5488 -0.6865
H 2.852 -7.149 1.497 -1.1554 0.6824 -0.4468
H 1.180 -8.776 0.523 0.3740 -0.1352 0.1194
H -0.857 -7.970 -0.575 0.0086 -0.0454 0.2616
H -1.415 -5.541 -0.667 1.1892 -0.3638 0.3868
H 2.205 -4.568 -2.015 -0.3099 1.1041 0.4503
H 3.410 -2.652 -3.383 -0.4380 0.1123 0.1573
H 3.092 2.556 -3.732 -0.2839 -0.1123 0.1099
H 1.481 4.497 -2.963 -0.1224 -0.6748 0.3288
H 2.374 -0.350 -5.422 0.1731 -0.3766 0.2265
H 4.180 -0.281 -6.981 0.5736 0.0333 -0.2462
H 6.476 0.500 -6.225 -0.5150 0.0371 0.6658
H 6.817 1.080 -3.713 -0.9440 -0.2238 -0.8568
H 4.912 0.917 -2.213 -0.2933 -0.5063 -0.3847
H -1.577 -4.523 1.904 0.2384 0.0852 -0.2364
H -3.180 -2.814 2.665 -1.5127 0.0492 1.1594
C 1.581 -2.399 4.812 1.0401 0.5270 -0.8249
C 2.719 -1.467 4.238 -0.8442 -1.3541 0.3724
O 2.203 -0.956 3.018 -0.3234 -0.3218 0.6978
P 2.963 0.165 2.160 0.3710 0.2288 -0.6304
O 2.163 0.334 0.929 0.0160 0.1881 -0.0591
Te 5.261 -0.411 2.147 0.3309 0.0387 -0.2012
O 2.917 1.514 3.068 0.5739 -0.3979 0.2943
C 1.738 2.273 3.135 -0.8054 0.1191 -2.0898
C 1.705 3.392 2.044 0.1382 -0.8127 0.5065
H 1.815 -2.857 5.775 0.2642 0.0138 -0.0897
H 1.300 -3.171 4.078 0.1980 0.2676 0.2542
H 0.738 -1.748 4.951 -0.6880 0.1973 0.0921
H 3.663 -2.014 4.056 -0.4151 0.2770 0.0606
H 2.904 -0.656 4.941 0.1422 0.1263 0.0635
H 1.732 2.740 4.085 -0.0404 0.5398 1.1538
H 0.853 1.621 3.071 0.1141 0.1828 -0.1596
H 2.490 4.082 2.267 0.4692 0.8571 0.5932
H 0.738 3.896 2.073 -0.0151 0.0066 -0.1706
H 1.993 3.098 1.034 -0.6613 -0.7127 0.0564
C -3.381 0.582 -2.936 -0.6073 0.4584 0.0736
C -2.791 -0.528 -2.086 1.2237 0.7261 0.3198
C -3.147 -1.983 -2.447 0.4288 0.0678 0.8903
O -1.410 -0.308 -1.950 -2.6216 -0.9424 -2.0633
H -4.477 0.638 -2.789 0.2204 -0.1853 -0.4030
H -3.118 0.500 -3.986 -0.0443 -0.0836 -0.3059
H -3.003 1.551 -2.575 0.1173 -0.3475 -0.0191
H -3.295 -0.375 -1.122 -0.0277 -0.0571 0.4864
H -2.552 -2.469 -3.209 0.4365 0.3705 -0.4746
H -4.196 -2.102 -2.743 -0.0234 -0.0637 0.4651
H -2.862 -2.496 -1.501 -0.6734 -0.2322 -0.5921
```
Positions in Å, forces in eV/Å.

2S+1 = 5
LUMO energy (spin up / spin down) = 3.924 / 3.899 eV
HOMO level (spin up / spin down) = -1.15 / -1.09 eV
charge = -2

[2]
Density functional theory data (ωB97M-V with the def2-TZVPD basis set) for a cluster of 2 separate species, C7H13N2O in total at a distorted geometry.

Geometry as XYZ:
```
23
Properties=species:S:1:pos:R:3:forces:R:3
C -2.488 -0.539 -1.124 2.4322 1.7335 3.7696
C -2.575 -1.292 0.061 -0.9226 -0.0918 -0.9063
C -1.745 0.594 -1.090 0.7668 2.0968 0.4402
C -2.036 -0.833 1.222 -0.4988 -2.1864 0.5720
C -1.089 1.019 0.095 0.1114 -1.2711 1.8693
C 3.266 -0.254 -0.082 -1.6617 -2.4553 0.7872
C 1.863 0.026 0.506 0.2370 -0.4357 -2.0425
N -1.311 0.294 1.213 -1.1365 -1.1372 -0.2656
N 0.965 0.110 -0.674 -0.7847 0.8495 2.0089
O -0.336 2.032 0.480 -1.0274 0.5350 0.3822
H -2.843 -0.802 -2.019 -1.7439 -1.3922 -3.0973
H -3.170 -2.157 -0.108 -0.1637 -0.8570 1.0010
H -1.574 1.229 -1.940 -0.1122 0.0066 -0.4308
H -2.050 -1.396 2.214 -0.2138 0.8836 -1.6211
H 3.242 -1.104 -0.795 -0.2697 0.5783 0.1026
H 3.641 0.609 -0.591 0.6022 0.4719 0.2413
H 3.754 -0.706 0.748 1.7609 0.4376 0.5875
H 1.988 0.891 1.120 -0.4804 1.3589 -0.1669
H 1.376 -0.646 1.250 0.8270 -0.4636 -0.8755
H -0.892 0.391 2.114 0.8696 1.4502 0.0882
H 0.825 -0.792 -1.049 0.0919 -0.7452 -0.8402
H 1.067 0.845 -1.351 0.7399 -0.2540 -0.2030
H 0.120 2.481 -0.201 0.5767 0.8878 -1.4007
```
Positions in Å, forces in eV/Å.

ΔE to the lowest compared entry with this formula, charge and spin = 59.7 kcal per mole
2S+1 = 1
LUMO energy = -3.885 eV
HOMO level = -12.46 eV
charge = +1

[3]
Density functional theory data (ωB97M-V with the def2-TZVPD basis set) for a cluster of 4 separate species, C30H61BN3OPS in total at a distorted geometry.

Geometry as XYZ:
```
98
Properties=species:S:1:pos:R:3:forces:R:3
C 0.797 1.453 -1.084 -0.2459 0.4933 0.7863
C 0.812 2.808 -2.027 -0.8914 0.8272 0.8759
P 1.693 2.574 -3.713 0.4825 -0.2341 -0.6266
C 1.784 4.312 -4.569 -0.0317 0.2866 -0.3706
C 0.693 1.454 -4.908 -1.3885 -3.2742 -3.6362
C -0.962 1.357 -4.961 0.9326 -3.1670 -3.3379
C -1.691 0.332 -6.012 2.9978 1.1508 1.2022
C -3.302 0.072 -6.172 0.5232 0.0512 -0.7718
C -4.257 1.333 -5.743 -1.4996 -0.7960 -0.8686
N -4.216 1.692 -4.268 0.2642 1.9382 -1.0469
C -0.699 -0.564 -7.013 1.9741 -2.2556 -2.1655
N -1.101 -1.590 -8.061 2.5197 2.5789 2.3428
S 0.294 -2.297 -8.889 -0.5317 4.1739 4.7017
N 1.609 -1.478 -8.035 -4.2525 2.6566 2.7384
C 0.962 -0.537 -7.033 -2.0269 -0.1579 0.0462
C 1.607 0.499 -5.932 -2.2448 0.9978 0.7710
B 3.281 0.541 -5.863 0.3187 1.0453 -0.2639
C 4.043 -0.757 -5.157 -0.2119 -0.0420 0.1217
O 3.956 1.705 -6.469 -0.1237 -2.5180 2.0175
H 1.666 0.694 -1.338 -1.9131 1.5804 0.3036
H -0.271 0.928 -1.080 2.4716 1.0133 -0.2276
H 0.992 1.833 0.029 -0.4696 -0.9605 -2.3557
H -0.266 3.302 -2.137 2.1450 -1.2277 0.3809
H 1.454 3.620 -1.434 -1.1901 -1.6859 -1.5715
H 2.650 4.255 -5.385 -2.0606 -0.0039 1.7360
H 0.759 4.632 -5.065 2.2162 -0.4533 1.0711
H 2.140 5.058 -3.738 -0.8525 -1.2853 -1.5978
H -1.597 2.023 -4.238 1.2809 -1.6055 -1.5893
H -3.498 -0.112 -7.335 0.5303 0.3877 2.4885
H -3.595 -0.958 -5.643 0.6392 2.4528 -0.8829
H -5.379 0.988 -5.960 2.4686 0.5980 0.1723
H -4.076 2.269 -6.460 -0.1096 -2.1031 1.6169
H -5.167 1.757 -3.842 1.0500 -0.1975 -0.8092
H -3.853 2.692 -4.258 -0.6196 -1.7495 0.3718
H 3.670 -1.736 -5.726 1.0037 2.0459 1.1605
H 5.221 -0.641 -5.184 -2.4139 -0.5172 0.1251
H 3.657 -0.871 -4.035 0.9208 0.2794 -2.3815
H 4.925 1.750 -6.216 -1.6758 -0.3495 -0.5001
C -1.406 -3.273 3.956 -0.0737 -0.0326 0.2160
C -2.331 -2.668 2.912 0.0152 -0.0434 -0.1756
C -1.582 -2.012 1.749 -0.0906 0.0600 -0.0745
C -0.693 -0.823 2.132 0.0461 -0.0477 0.0711
C -1.413 0.328 2.839 0.1653 -0.0003 -0.1075
C -2.486 0.981 1.982 -0.1417 0.1192 0.1065
H -0.778 -2.513 4.429 -0.0153 -0.0839 -0.0318
H -1.993 -3.755 4.745 0.1364 0.0160 -0.0429
H -0.755 -4.030 3.509 -0.0080 0.0793 0.0549
H -3.006 -1.950 3.389 0.0492 -0.0241 -0.0623
H -2.968 -3.465 2.508 0.0125 0.1222 0.0208
H -2.312 -1.695 0.995 0.0759 -0.0086 0.0433
H -0.955 -2.767 1.260 -0.0599 0.0518 0.0468
H -0.220 -0.438 1.220 -0.0362 -0.0090 0.0739
H 0.125 -1.170 2.771 -0.0234 -0.0140 -0.0370
H -0.670 1.090 3.107 -0.0489 -0.1018 0.0321
H -1.853 -0.014 3.781 0.0271 -0.0336 0.0012
H -2.057 1.375 1.054 -0.0693 -0.0607 0.0373
H -2.943 1.816 2.523 -0.0158 -0.0476 -0.1210
H -3.282 0.278 1.724 0.0516 0.0655 -0.0270
C 4.738 0.770 -1.540 0.0692 0.0361 -0.2645
C 4.484 -0.694 -1.220 -0.0398 0.0045 0.1684
C 4.861 -1.073 0.215 -0.0288 -0.1557 0.0094
C 6.345 -0.910 0.566 0.0141 0.0949 -0.0350
C 7.315 -1.697 -0.319 0.0277 0.0664 0.1731
C 7.118 -3.203 -0.230 0.0886 -0.1272 -0.1460
H 5.799 1.024 -1.460 -0.0777 0.0065 0.0339
H 4.422 0.991 -2.565 0.0068 0.1047 0.1455
H 4.175 1.421 -0.865 0.0617 0.0003 -0.0416
H 5.018 -1.327 -1.937 -0.0246 -0.0038 0.0636
H 3.417 -0.902 -1.364 0.0769 -0.0739 -0.0050
H 4.554 -2.109 0.398 0.0410 0.0800 0.0110
H 4.273 -0.459 0.910 0.0274 -0.0358 -0.0696
H 6.488 -1.216 1.610 0.0036 0.0132 -0.0948
H 6.615 0.150 0.525 -0.0395 -0.0290 0.0134
H 8.339 -1.462 -0.006 -0.1045 0.0348 -0.0631
H 7.231 -1.376 -1.362 -0.0221 0.0316 0.0471
H 7.246 -3.553 0.799 -0.0622 0.0086 -0.0921
H 7.857 -3.715 -0.854 -0.1084 -0.0326 0.0928
H 6.126 -3.503 -0.577 0.0775 -0.0090 0.0560
C -4.149 0.707 9.456 -0.1549 -0.0304 0.1706
C -3.789 -0.389 8.465 0.1747 -0.0187 -0.0625
C -3.204 0.148 7.157 0.0079 -0.0949 -0.0868
C -4.144 1.040 6.337 -0.0313 0.0545 0.0752
C -5.473 0.393 5.939 0.0869 0.1472 -0.0793
C -5.304 -0.822 5.041 -0.1743 -0.1193 -0.0143
H -4.924 1.371 9.061 0.0828 -0.0225 0.0524
H -4.532 0.266 10.382 0.0424 0.1331 -0.0644
H -3.271 1.311 9.706 -0.0914 -0.0047 -0.0314
H -4.669 -1.010 8.266 0.0609 0.0296 -0.0352
H -3.048 -1.049 8.931 -0.0902 0.0153 -0.0883
H -2.876 -0.699 6.543 -0.0150 0.0648 0.0106
H -2.296 0.722 7.383 -0.0714 -0.0542 -0.0005
H -3.616 1.353 5.428 -0.0504 -0.0284 0.0438
H -4.354 1.959 6.894 0.0392 -0.0307 -0.0105
H -6.076 1.138 5.406 0.0432 -0.0454 0.1084
H -6.047 0.115 6.829 0.0469 0.0402 -0.0047
H -4.774 -0.555 4.120 -0.0048 -0.0406 0.0740
H -6.283 -1.222 4.761 0.1416 -0.0284 -0.0341
H -4.749 -1.621 5.540 -0.0121 0.0386 -0.0766
```
Positions in Å, forces in eV/Å.

2S+1 = 1
LUMO energy = -1.332 eV
structure (SMILES) = CCP(C)c1cc(CCN)c2nsnc2c1B(C)O.CCCCCC.CCCCCC.CCCCCC
HOMO level = -7.89 eV
charge = 0

[4]
Density functional theory data (ωB97M-V with the def2-TZVPD basis set) for a structure of composition C20H16FN2O7S2 at a distorted geometry.

Geometry as XYZ:
```
48
Properties=species:S:1:pos:R:3:forces:R:3
C -0.152 1.590 -0.692 0.4476 1.3181 1.0520
C -0.635 1.956 -2.076 -0.0477 0.7172 -0.1274
O -1.714 2.501 -2.261 1.4375 -0.6677 0.2466
C 0.325 1.530 -3.142 0.0411 -0.6963 -1.1159
C 1.499 0.727 -3.028 -0.1852 0.1824 -0.2970
C 2.144 0.238 -4.165 -0.4082 0.6120 -0.2703
C 1.699 0.626 -5.443 -0.3163 -0.1029 0.1929
C 0.561 1.437 -5.578 0.2140 -0.1996 0.4083
C -0.122 1.830 -4.425 0.1128 0.3275 -0.6075
N 1.094 2.533 -0.213 -0.5233 0.4094 1.3392
O 0.807 3.213 0.785 0.6518 -1.0026 -2.0759
O 2.178 2.493 -0.778 -1.5899 -0.0277 0.5980
H -0.868 1.697 0.119 -0.0374 0.2774 -0.0434
H 1.947 0.460 -2.085 -0.2577 0.0843 0.0174
H 2.998 -0.440 -4.041 -0.3513 0.4471 -0.1215
H 2.226 0.251 -6.321 -0.1508 0.1609 0.1501
H 0.166 1.758 -6.548 0.3485 -0.2762 0.3126
H -1.029 2.427 -4.508 0.1565 -0.1708 -0.0430
C 0.395 -3.811 -2.086 -0.2453 0.4821 0.4132
C -0.075 -4.381 -0.895 0.0774 0.0857 -0.1079
C 0.204 -3.785 0.334 0.0273 0.2676 -0.1518
C 0.963 -2.612 0.385 0.2192 -0.4083 -0.0289
S 1.478 -1.945 2.005 -1.4479 0.0246 0.3314
N 0.140 -1.280 2.704 1.4840 0.2227 -1.1046
F 0.280 0.348 -0.755 0.4073 -1.1743 0.4916
S 0.370 -0.097 3.785 -1.5835 -0.3912 -1.0129
C -1.259 0.693 3.776 -0.0512 0.0447 0.3890
C -1.390 2.025 3.347 -0.3209 -0.4380 0.2410
C -2.561 2.726 3.668 0.0568 -0.2952 -0.0406
C -3.581 2.103 4.395 0.2072 -0.3261 -0.2491
C -3.460 0.754 4.758 0.2529 0.0456 -0.2713
C -2.296 0.041 4.452 -0.1285 0.6166 -0.0702
O 0.484 -0.675 5.099 0.3896 0.2453 0.3716
O 1.228 0.989 3.397 0.7462 -0.1005 0.0115
O 1.831 -3.124 2.767 0.4082 0.1711 -0.2999
O 2.487 -0.989 1.620 0.3410 0.0555 0.3586
C 1.538 -2.110 -0.792 -0.2848 0.0519 0.3888
C 1.173 -2.648 -2.027 0.0210 -0.3873 -0.0330
H 0.113 -4.235 -3.049 0.1156 0.0410 0.2085
H -0.675 -5.291 -0.926 0.1686 0.1843 -0.0087
H -0.120 -4.236 1.269 -0.0677 0.1158 -0.1785
H -0.586 2.508 2.791 -0.1374 -0.1992 0.3112
H -2.664 3.764 3.348 -0.0058 -0.2636 0.1247
H -4.485 2.653 4.646 0.1535 -0.0711 -0.0086
H -4.266 0.247 5.283 0.0888 0.1647 -0.0236
H -2.160 -0.991 4.772 -0.0126 0.2845 -0.0655
H 2.281 -1.312 -0.716 -0.4838 -0.1146 0.0233
H 1.491 -2.158 -2.954 0.0629 -0.3267 0.3757
```
Positions in Å, forces in eV/Å.

ΔE to the lowest compared entry with this formula, charge and spin = 0.0 kcal per mole
2S+1 = 1
LUMO energy = 1.272 eV
HOMO level = -5.45 eV
charge = -1